# 1
C4H4O | ωB97M-V/def2-TZVPD

The HOMO-LUMO gap comes out at 8.06 eV. As for the LUMO energy: 0.0224 Ha.

```
9
C4H4O (ωB97M-V/def2-TZVPD)
C 0.957 0.363 -0.584
C 1.280 -0.665 0.262
C -1.656 0.001 0.047
C 0.503 0.370 0.826
O -2.867 -0.182 0.175
H 0.977 0.673 -1.590
H 1.615 -1.691 0.188
H 0.335 1.060 1.751
H -1.144 0.071 -1.076
```

***

# 2
C61H53As2BrN6OTa | ωB97M-V/def2-TZVPD

The HOMO-LUMO gap (alpha / beta) comes out at 6.45 / 4.70 eV. Its net charge is +2. As for the expectation value of S²: 0.78. As for the multiplicity: 2. As for the LUMO energy (alpha / beta): -0.2033 / -0.2674 Ha.

```
125
C61H53As2BrN6OTa (ωB97M-V/def2-TZVPD)
Ta 0.567 0.278 -0.040
C -0.238 2.915 6.441
C -0.508 2.603 5.001
C -1.724 2.054 4.598
C -1.939 1.699 3.282
C -0.942 1.866 2.319
N -1.125 1.367 1.013
C -2.311 1.759 0.464
C -2.882 3.014 0.791
C -4.100 3.402 0.294
C -4.823 2.563 -0.563
C -6.133 2.994 -1.143
C -4.269 1.334 -0.905
C -3.031 0.924 -0.433
N -2.594 -0.380 -0.677
C -3.570 -1.473 -0.761
C -2.322 -2.744 -1.828
C -1.245 -1.726 -1.873
N -1.357 -0.591 -1.273
C 0.236 2.506 2.709
C 0.459 2.844 4.031
N 1.129 2.959 1.714
C 1.768 4.147 1.734
C 2.354 4.334 0.509
C 2.013 3.202 -0.223
N 1.278 2.358 0.509
H -1.156 3.165 6.970
H 0.458 3.745 6.546
H 0.204 2.049 6.937
H -2.505 1.893 5.329
H -2.879 1.257 2.979
H -2.315 3.685 1.422
H -4.500 4.374 0.552
H -6.625 3.733 -0.513
H -6.806 2.148 -1.277
H -5.981 3.448 -2.126
H -4.822 0.676 -1.565
H -4.475 -1.185 -0.235
H -2.073 -3.679 -2.322
H -0.311 -1.909 -2.385
H 1.398 3.301 4.314
H 1.716 4.776 2.605
H 2.933 5.176 0.179
H 2.262 2.965 -1.239
C 0.598 -3.926 -0.402
C -0.313 -3.984 0.804
As -1.406 -2.380 1.049
C -2.183 -2.831 2.765
C -2.558 -1.780 3.593
C -3.096 -2.022 4.848
C -3.253 -3.325 5.291
C -2.860 -4.382 4.482
C -2.327 -4.140 3.226
C -2.823 -2.757 -0.323
C -3.694 -3.925 0.021
C -4.741 -4.393 -0.662
C -5.276 -3.874 -1.916
C -4.799 -2.832 -2.595
C -3.631 -1.984 -2.218
As 1.653 -2.280 -0.705
C 2.130 -2.755 -2.540
C 2.812 -3.965 -2.706
C 3.113 -4.434 -3.974
C 2.735 -3.708 -5.095
C 2.052 -2.515 -4.940
C 1.751 -2.041 -3.669
C 3.287 -2.743 0.214
C 3.239 -3.222 1.519
C 4.415 -3.545 2.180
C 5.636 -3.401 1.539
C 5.683 -2.932 0.233
C 4.512 -2.599 -0.429
H 0.051 -4.103 -1.330
H 1.356 -4.710 -0.348
H 0.248 -4.107 1.731
H -0.978 -4.847 0.719
H -2.395 -0.765 3.266
H -3.383 -1.193 5.482
H -3.672 -3.521 6.269
H -2.969 -5.400 4.831
H -2.024 -4.986 2.621
H -3.456 -4.432 0.948
H -5.259 -5.246 -0.241
H -6.134 -4.392 -2.322
H -5.287 -2.561 -3.523
H -3.483 -1.204 -2.968
H 3.134 -4.541 -1.847
H 3.649 -5.367 -4.085
H 2.978 -4.073 -6.083
H 1.758 -1.941 -5.810
H 1.242 -1.097 -3.570
H 2.295 -3.336 2.037
H 4.375 -3.915 3.196
H 6.550 -3.663 2.054
H 6.634 -2.820 -0.270
H 4.563 -2.216 -1.441
Br 1.148 -0.500 2.352
C 2.780 0.293 0.035
C 3.892 0.278 0.830
C 5.152 0.574 0.234
C 5.309 0.873 -1.094
C 4.168 0.914 -1.941
C 4.067 1.325 -3.287
C 2.823 1.464 -3.868
C 1.618 1.204 -3.179
C 1.669 0.724 -1.884
C 2.952 0.600 -1.323
H 3.849 0.057 1.888
H 6.031 0.566 0.868
H 6.290 1.111 -1.487
H 4.955 1.571 -3.856
H 2.769 1.815 -4.892
H 0.686 1.390 -3.695
O -0.536 2.134 -1.567
N -1.447 2.539 -2.405
C -1.905 1.730 -3.386
C -2.842 2.179 -4.290
C -3.321 3.476 -4.202
C -2.834 4.292 -3.193
C -1.900 3.806 -2.304
H -1.465 0.746 -3.387
H -3.178 1.506 -5.066
H -4.042 3.849 -4.914
H -3.161 5.317 -3.089
H -1.455 4.370 -1.500
```

***

# 3
C6H8NS2 | ωB97M-V/def2-TZVPD

The HOMO-LUMO gap comes out at 5.71 eV. Its net charge is -1. As for the LUMO energy: 0.1284 Ha.

```
17
C6H8NS2 (ωB97M-V/def2-TZVPD)
C 0.594 0.237 -3.331
C -0.530 0.517 -1.367
C -1.646 -1.119 -2.987
C -0.968 0.812 1.018
C 1.065 -0.404 0.342
C -0.361 -0.171 -0.039
N 0.459 0.660 -2.153
S -2.967 -2.024 -2.988
S -0.588 -0.890 -4.198
H 1.318 0.727 -3.881
H -2.017 1.201 0.810
H -0.260 1.746 0.964
H -1.120 0.361 2.072
H 1.700 0.451 0.659
H 1.659 -0.949 -0.463
H 0.914 -1.022 1.270
H -0.737 -1.116 -0.195
```

***

# 4
C19H17BrClNO5 | ωB97M-V/def2-TZVPD

The HOMO-LUMO gap comes out at 8.08 eV. As for the LUMO energy: -0.0064 Ha. Its SMILES is COc1cc(/C=C(/NC(C)=O)C(=O)O)cc(Cl)c1OCc1ccc(Br)cc1.

```
44
C19H17BrClNO5 (ωB97M-V/def2-TZVPD)
C 2.235 2.236 -0.376
O 1.799 0.959 0.037
C 0.536 0.571 -0.209
C -0.429 0.769 0.784
C -1.739 0.226 0.654
C -2.593 0.344 1.809
C -3.504 -0.629 2.278
N -4.420 -0.209 3.257
C -4.225 0.600 4.354
C -5.233 0.562 5.512
O -3.137 1.066 4.647
C -3.478 -2.019 1.732
O -4.600 -2.542 1.524
O -2.294 -2.756 1.670
C -2.087 -0.484 -0.536
C -1.199 -0.623 -1.569
Cl -1.448 -1.637 -3.007
C 0.118 -0.103 -1.381
O 0.881 -0.357 -2.452
C 2.022 -1.272 -2.259
C 3.325 -0.662 -2.836
C 3.269 -0.036 -4.082
C 4.422 0.631 -4.415
C 5.634 0.731 -3.701
Br 6.995 1.898 -4.326
C 5.634 0.078 -2.478
C 4.563 -0.656 -2.078
H 1.714 3.005 0.200
H 2.061 2.383 -1.465
H 3.304 2.345 -0.140
H -0.157 1.159 1.765
H -2.622 1.335 2.203
H -5.334 -0.795 3.234
H -5.225 -0.299 6.132
H -6.227 0.768 5.170
H -4.938 1.418 6.222
H -2.600 -3.729 1.646
H -3.058 -0.893 -0.550
H 2.218 -1.317 -1.183
H 1.813 -2.279 -2.575
H 2.354 -0.034 -4.731
H 4.374 1.262 -5.372
H 6.552 0.255 -1.929
H 4.723 -1.272 -1.177
```

***

# 5
C5H11NO2S | ωB97M-V/def2-TZVPD

The HOMO-LUMO gap (alpha / beta) comes out at 8.64 / 8.64 eV. As for the LUMO energy (alpha / beta): -0.0011 / -0.0010 Ha.

```
20
C5H11NO2S (ωB97M-V/def2-TZVPD)
C 0.011 -0.322 -1.418
C 0.330 -1.226 -0.207
C -0.642 0.934 -0.806
C -2.025 0.695 -0.254
C 1.480 -1.187 1.912
N 1.357 -0.622 0.593
O 1.508 2.441 0.322
O -0.549 2.034 -1.603
S 0.501 1.444 0.758
H 0.940 -0.052 -2.013
H -0.871 -0.686 -2.039
H -0.499 -1.479 0.399
H 0.744 -2.192 -0.521
H -2.111 0.880 0.852
H -2.099 -0.430 -0.388
H -2.874 1.075 -0.767
H 0.518 -1.231 2.279
H 2.004 -2.088 1.705
H 2.134 -0.595 2.472
H 0.143 2.608 -1.277
```

***

# 6
C4H14ClNSi2 | ωB97M-V/def2-TZVPD

The HOMO-LUMO gap comes out at 9.70 eV. As for the LUMO energy: 0.0284 Ha. Its SMILES is C[SiH2]N(C)[Si](C)(C)Cl.

```
22
C4H14ClNSi2 (ωB97M-V/def2-TZVPD)
C -0.665 -1.304 2.284
Si -1.509 0.152 1.401
N -0.119 0.831 0.346
C 0.576 1.925 1.009
Si 0.235 0.298 -1.277
C -0.911 -1.073 -1.959
C 2.076 -0.152 -1.527
Cl -0.078 1.842 -2.660
H -1.064 -1.600 3.142
H -0.763 -2.108 1.675
H 0.354 -1.240 2.552
H -2.460 -0.535 0.660
H -2.133 1.248 1.950
H 1.400 1.471 1.476
H 0.890 2.523 0.277
H -0.116 2.377 1.583
H -1.855 -0.776 -1.752
H -0.640 -1.216 -2.948
H -0.738 -1.929 -1.481
H 2.707 0.719 -1.374
H 2.555 -0.926 -0.875
H 2.260 -0.528 -2.502
```

***

# 7
C2H4N2S3 | ωB97M-V/def2-TZVPD

The HOMO-LUMO gap comes out at 8.35 eV. As for the LUMO energy: -0.0113 Ha. Its SMILES is [S-][N+]1=NCS[C@@H]1S.

```
11
C2H4N2S3 (ωB97M-V/def2-TZVPD)
S -0.095 2.796 0.108
N 0.138 1.246 0.407
N 1.045 0.645 0.933
C 1.107 -0.687 0.859
S -0.758 -1.235 0.701
C -1.031 0.177 -0.212
S -0.553 0.264 -1.962
H 1.702 -0.824 -0.120
H 1.439 -1.168 1.856
H -1.943 0.667 -0.039
H -1.783 -0.140 -2.386
```

***

# 8
C4H7NO2 | ωB97M-V/def2-TZVPD

The HOMO-LUMO gap comes out at 10.59 eV. As for the LUMO energy: 0.0130 Ha. Its SMILES is CCC(=O)NC=O.

```
14
C4H7NO2 (ωB97M-V/def2-TZVPD)
C -1.078 1.620 0.817
C -0.820 0.189 0.505
C 0.653 -0.073 0.451
O 1.382 0.307 1.379
N 1.278 -0.872 -0.499
C 0.832 -1.644 -1.591
O 1.068 -2.860 -1.640
H -1.000 2.295 -0.084
H -2.184 1.688 1.060
H -0.435 2.014 1.573
H -1.173 -0.545 1.070
H -1.148 0.014 -0.554
H 2.194 -1.183 -0.165
H 0.431 -0.948 -2.321
```

***

Record-wise E_tot values, in hartree: -229.82041, -9862.03677, -1084.42858, -4199.29166, -800.42058, -1254.78149, -1382.56301, -361.82927
Record-wise energy relative to the best compared isomer or geometry (same formula, charge and spin) values, in eV: 5.6474, 4.2261, 1.2924, 1.9462, 3.7298, 0.5952, 2.9683, 1.4037